(1)
DFT (wB97M-V/def2-TZVPD) results for a cluster of 4 separate species, C24H23BrO10 in total.

Its spin multiplicity is 1. The largest force on an atom is 0.9 eV/Å. The structure (SMILES) is O=C1C=CC(=O)C=C1.O=C1C=CC(=O)C=C1.O=C1C=CC(=O)C=C1.COCCCCOC(=O)OBr. The calculation puts the relative energy (zero: lowest compared OMol25 entry of this formula, charge and spin) at 0.0000 eV.

The geometry in XYZ format:
```
58
Properties=species:S:1:pos:R:3:lowdin_charge:R:1
O -0.83688 -0.18491 0.02383 0.11
C -1.71795 0.64644 0.02763 -0.37
C -3.14783 0.24805 -0.01778 0.03
C -4.11730 1.15858 -0.02065 0.02
C -3.80871 2.60945 0.02296 -0.38
O -4.69258 3.43990 0.02461 0.10
C -2.37938 3.00876 0.06675 0.02
C -1.40982 2.09851 0.06948 0.03
H -3.34632 -0.81591 -0.04937 0.12
H -5.16650 0.89408 -0.05331 0.12
H -2.18043 4.07276 0.09624 0.12
H -0.36075 2.36382 0.10107 0.12
O -5.40096 8.15566 1.20248 0.11
C -5.00713 7.53454 2.16491 -0.38
C -4.72217 6.07893 2.08162 0.02
C -4.28843 5.40239 3.14160 0.02
C -4.06897 6.06857 4.44923 -0.39
O -3.67022 5.45084 5.41268 0.10
C -4.35526 7.52359 4.53208 0.02
C -4.78927 8.20275 3.47415 0.02
H -4.88699 5.60515 1.12162 0.10
H -4.07666 4.34090 3.10557 0.12
H -4.18913 7.98827 5.49559 0.12
H -5.00345 9.26332 3.51010 0.12
O 2.53527 -3.81829 1.26689 0.10
C 3.64891 -3.48726 1.61016 -0.39
C 4.53400 -4.41226 2.36202 0.02
C 5.75741 -4.04504 2.73239 0.02
C 6.29017 -2.69686 2.40647 -0.39
O 7.40567 -2.36533 2.74240 0.11
C 5.40528 -1.77473 1.65057 0.02
C 4.18125 -2.14098 1.28067 0.02
H 4.12461 -5.38896 2.58655 0.12
H 6.42147 -4.69968 3.28225 0.12
H 5.81660 -0.80017 1.42084 0.12
H 3.51960 -1.49131 0.72149 0.12
C 4.08332 -3.46298 -2.38117 -0.10
O 3.28921 -2.29406 -2.33104 -0.20
C 2.62640 -1.99639 -3.55256 -0.22
C 1.20159 -1.48605 -3.31424 -0.15
C 0.45871 -2.09146 -2.11962 -0.17
C 0.49142 -3.61040 -2.04944 -0.14
O 0.36009 -4.23616 -3.34458 0.04
C -0.82366 -4.38793 -3.91583 -0.70
O -0.97213 -4.80395 -5.02882 0.12
O -1.88182 -4.08724 -3.07214 -0.51
Br -2.94808 -2.78359 -3.76790 0.86
H 4.72984 -3.47012 -3.26426 0.09
H 3.46433 -4.36717 -2.38575 0.09
H 4.70634 -3.47123 -1.48630 0.08
H 2.62919 -2.86207 -4.22299 0.12
H 3.19058 -1.20427 -4.06153 0.12
H 0.62523 -1.60677 -4.23566 0.11
H 1.26365 -0.40645 -3.13886 0.11
H 0.89478 -1.71712 -1.19383 0.11
H -0.58475 -1.76807 -2.16678 0.08
H 1.44751 -3.95022 -1.65603 0.11
H -0.26885 -3.96985 -1.35643 0.13
```

(2)
DFT (wB97M-V/def2-TZVPD) results for a structure of composition C24H23Cl2N6O2S4SbTc in a non-equilibrium geometry.

Its spin multiplicity is 1. The largest force on an atom is 1.3 eV/Å. As for the total charge: +3. The calculation puts the relative energy (zero: lowest compared OMol25 entry of this formula, charge and spin) at 0.0000 eV.

The geometry in XYZ format:
```
63
Properties=species:S:1:pos:R:3:lowdin_charge:R:1
Tc 0.62013 0.36029 0.63897 0.91
Cl -3.91540 -4.11497 -2.00017 0.79
C -3.12905 -2.98412 -1.00205 -0.66
C -1.86396 -2.55750 -1.34172 -0.01
C -1.20240 -1.62736 -0.52456 -0.21
N 0.07600 -1.16816 -0.63957 -0.05
C 0.97994 -1.58462 -1.59732 -0.44
O 0.78081 -2.37521 -2.48811 0.13
C 2.32099 -0.91259 -1.42551 -0.19
C 3.38155 -1.27667 -2.23037 0.05
C 4.61517 -0.67289 -2.02825 0.02
C 4.74508 0.26986 -1.01928 0.00
C 3.64069 0.58552 -0.24773 -0.12
N 2.44036 0.02141 -0.45238 -0.09
C -1.87475 -1.11467 0.62926 -0.24
C -3.14573 -1.57652 0.97378 -0.04
C -3.77682 -2.50059 0.17195 -0.68
Cl -5.33746 -3.03765 0.58410 0.78
N -1.16095 -0.19436 1.37336 -0.06
C -1.15884 -0.29299 2.77193 -0.48
O -1.33730 0.60874 3.54461 0.09
C -0.78149 -1.67352 3.26157 -0.16
C -1.61957 -2.44383 4.03327 0.06
C -1.22691 -3.73217 4.38711 0.05
C 0.00370 -4.21749 3.96494 0.03
C 0.82933 -3.39314 3.23379 -0.05
N 0.42741 -2.15370 2.89566 -0.26
H -1.38236 -2.95587 -2.22080 0.11
H 3.22220 -2.03188 -2.98812 0.14
H 5.46514 -0.94327 -2.64044 0.14
H 5.69135 0.75247 -0.81902 0.13
H 3.70046 1.30466 0.56022 0.07
H -3.66491 -1.17502 1.83554 0.13
H -2.57073 -2.03690 4.34842 0.15
H -1.88065 -4.35116 4.98803 0.15
H 0.33808 -5.21390 4.21627 0.14
H 1.82629 -3.67272 2.92028 0.14
S 2.77617 3.03259 2.58685 0.05
Sb 1.59986 1.86928 4.34578 0.83
S 1.65366 -1.08599 2.12663 0.54
S 0.85137 2.31524 2.06832 -0.02
S 2.56158 -0.35587 3.83151 0.14
C 0.36674 3.90691 -2.31182 -0.03
C 0.81508 2.94378 -1.19229 -0.14
N -0.15889 1.83478 -1.00937 -0.23
C -1.45305 2.40432 -0.54538 -0.13
C -1.91092 3.55691 -1.46247 -0.03
N -1.03950 3.54723 -2.68385 -0.08
C -1.05979 2.18799 -3.31446 -0.03
C -0.38403 1.20363 -2.33683 -0.11
H 0.97619 3.82382 -3.20951 0.15
H 0.37167 4.94351 -1.98145 0.15
H 0.90390 3.48244 -0.25132 0.08
H 1.78593 2.51458 -1.43240 0.12
H -1.33644 2.76634 0.47323 0.09
H -2.18586 1.59934 -0.52860 0.13
H -1.80199 4.53283 -0.99298 0.15
H -2.94285 3.43852 -1.78576 0.15
H -1.39434 4.23310 -3.35213 0.21
H -0.53272 2.25009 -4.26420 0.15
H -2.09953 1.93274 -3.50953 0.15
H 0.57899 0.87426 -2.72428 0.13
H -1.01667 0.33011 -2.21129 0.12
```

(3)
DFT (wB97M-V/def2-TZVPD) results for a structure of composition C24H23F4N3O3Pb in a non-equilibrium geometry.

Its spin multiplicity is 1. The calculated total energy comes out at -1910.0464 hartree. The largest force on an atom is 1.9 eV/Å. As for the total charge: +2.

The geometry in XYZ format:
```
58
Properties=species:S:1:pos:R:3:lowdin_charge:R:1
Pb -3.00309 -3.59245 1.72570 1.70
F -1.29118 3.20767 1.07984 0.08
C -0.75447 2.20940 0.35288 -0.18
C -1.27643 0.95909 0.50028 0.10
C -0.75278 -0.13306 -0.20217 -0.05
C -1.27678 -1.47063 0.01839 -0.27
O -2.14716 -1.62140 0.93398 -0.16
C -0.73345 -2.48209 -0.81351 -0.01
C 0.28810 -2.17023 -1.67773 0.07
N 0.82307 -0.95484 -1.82424 0.03
C 1.97098 -0.76549 -2.68885 -0.25
C 2.05070 -1.49660 -3.99178 -0.06
C 1.80046 -0.02237 -3.98407 -0.09
C 0.30302 0.10189 -1.09863 -0.10
C 0.82084 1.39409 -1.23328 0.07
C 0.33925 2.47100 -0.49909 -0.12
N 0.92095 3.73078 -0.64600 -0.08
C 0.29383 4.94624 -0.12806 -0.12
C 1.05033 6.16902 -0.66257 -0.08
N 1.55237 5.86389 -2.03631 0.07
C 2.61805 4.80272 -2.01314 -0.07
C 2.35418 3.87934 -0.81932 -0.12
C -1.19522 -3.92798 -0.90966 -0.56
O -0.80466 -4.58647 -1.84362 0.11
O -1.97594 -4.40625 0.01659 -0.19
H -2.09305 0.79217 1.18758 0.14
H 0.69742 -2.97205 -2.27664 0.15
H 2.88390 -0.61566 -2.12363 0.16
H 1.22965 -2.14033 -4.27255 0.12
H 3.01757 -1.85071 -4.31594 0.12
H 0.80975 0.32458 -4.24449 0.12
H 2.59669 0.63672 -4.30143 0.11
H 1.61479 1.56262 -1.94263 0.10
H 0.28701 4.99497 0.96510 0.14
H -0.74337 4.97325 -0.46425 0.14
H 1.90054 6.42805 -0.03437 0.14
H 0.38406 7.02883 -0.69842 0.15
H 1.89850 6.70517 -2.50071 0.19
H 0.75703 5.52093 -2.57994 0.19
H 3.59861 5.26717 -1.91918 0.14
H 2.57818 4.26119 -2.95653 0.14
H 2.80016 4.30542 0.08641 0.14
H 2.83188 2.91876 -0.98153 0.13
C 0.13568 -4.51085 5.63568 -0.05
C -0.42044 -3.24778 5.50998 -0.05
C -1.26327 -2.95592 4.43680 -0.12
C -1.48791 -3.97633 3.55117 -0.24
C -0.96892 -5.24235 3.62153 -0.11
C -0.13302 -5.50370 4.70760 -0.05
H 0.79291 -4.72289 6.46774 0.12
H -0.22287 -2.47392 6.23874 0.12
H -1.70444 -1.97388 4.34508 0.11
H -1.17383 -6.01678 2.89657 0.11
H 0.29215 -6.49241 4.80650 0.12
F -6.03625 -4.44434 1.23660 0.15
C -5.41564 -3.31813 0.97132 -0.64
F -5.92825 -2.34097 1.69350 0.13
F -5.49018 -3.02612 -0.30128 0.17
```

(4)
DFT (wB97M-V/def2-TZVPD) results for the molecule C24H23N3O4.

Its spin multiplicity is 1. The largest force on an atom is 0.6 eV/Å. The structure (SMILES) is COc1ccc([C@H](CC(=O)Nc2ccccn2)N2Cc3ccccc3C2=O)cc1OC. The calculation puts the relative energy (zero: lowest compared OMol25 entry of this formula, charge and spin) at 1.1530 eV.

The geometry in XYZ format:
```
54
Properties=species:S:1:pos:R:3:lowdin_charge:R:1
C -1.69655 -5.68421 0.77031 -0.08
O -2.14351 -4.64783 -0.06750 -0.11
C -1.54209 -3.41749 0.02805 -0.19
C -0.55407 -3.12351 0.95755 0.00
C 0.01086 -1.86264 1.05972 -0.02
C -0.40187 -0.84934 0.21297 -0.17
C 0.15312 0.55521 0.25242 -0.22
C 1.04731 0.87119 1.46980 -0.03
C 2.45658 0.32972 1.30060 -0.45
O 2.90086 -0.57378 1.97430 0.07
N 3.14518 0.97992 0.32301 0.16
C 4.44564 0.76340 -0.11941 -0.28
C 5.28734 -0.22569 0.38941 0.00
C 6.55925 -0.32319 -0.14329 -0.07
C 6.94929 0.55015 -1.14925 -0.08
C 6.03213 1.49400 -1.58074 -0.15
N 4.81428 1.60128 -1.08264 0.11
N -0.91173 1.53184 0.17339 -0.02
C -2.13158 1.47207 0.94372 -0.06
C -2.80507 2.75917 0.58129 -0.14
C -4.02896 3.26771 0.96486 -0.02
C -4.40848 4.50759 0.46928 -0.08
C -3.58406 5.22208 -0.38926 -0.08
C -2.35482 4.71432 -0.77685 0.00
C -1.97883 3.47746 -0.28333 -0.08
C -0.74375 2.69980 -0.50896 -0.40
O 0.25136 2.98932 -1.14400 0.08
C -1.36456 -1.14511 -0.74420 0.04
C -1.94905 -2.40007 -0.85691 -0.19
O -2.89783 -2.48397 -1.83288 -0.07
C -3.37489 -3.73260 -2.28205 -0.08
H -1.86763 -5.45277 1.82658 0.10
H -0.63610 -5.90397 0.61148 0.10
H -2.28948 -6.55512 0.49377 0.10
H -0.21040 -3.88890 1.63397 0.10
H 0.78374 -1.70562 1.79269 0.10
H 0.74374 0.72120 -0.66142 0.15
H 1.10747 1.95790 1.56646 0.13
H 0.61493 0.46070 2.38258 0.13
H 2.68785 1.73484 -0.17835 0.14
H 4.94587 -0.88195 1.17102 0.10
H 7.24164 -1.07565 0.22452 0.11
H 7.93489 0.49895 -1.58392 0.10
H 6.27526 2.20256 -2.36155 0.10
H -2.73103 0.59711 0.66916 0.13
H -1.91619 1.41095 2.01776 0.14
H -4.67589 2.71834 1.63243 0.11
H -5.36261 4.92362 0.75737 0.10
H -3.90739 6.18415 -0.75770 0.10
H -1.70128 5.25522 -1.44328 0.12
H -1.68756 -0.39037 -1.44536 0.14
H -2.55708 -4.39268 -2.57914 0.10
H -3.98438 -4.23132 -1.52592 0.09
H -3.98985 -3.50398 -3.15257 0.09
```

> Which value of spin multiplicity does entry 1 give?

1

> spin multiplicity of number 1 (C24H23BrO10)?

1

> Look up the spin multiplicity of the fourth one.

1